Below is a molecular structure, C26H31F3N4NiO3 at a distorted geometry, with properties calculated with ωB97M-V/def2-TZVPD.

Geometry as ORCA input:
```
! RIJCOSX wB97M-V def2-TZVPD def2/J DEFGRID3
* xyz 0 3
Ni -0.2425 -0.4741 0.0361
C 2.4055 1.7068 0.1087
O 1.8248 2.9710 -0.1058
O 1.4162 0.8157 0.2542
C 3.4764 1.3775 -0.9644
F 3.8409 0.0762 -0.9122
F 3.0916 1.6341 -2.2294
F 4.6087 2.0906 -0.7378
C 2.6162 4.1422 -0.0557
C 1.7940 5.3300 -0.4964
H 1.0363 5.5983 0.2390
H 2.4644 6.1824 -0.6158
H 1.3308 5.1196 -1.4604
H 3.5295 4.0485 -0.6523
H 2.9956 4.2713 0.9685
H 2.9446 1.7944 1.0724
C -3.3819 -2.8937 1.5079
C -3.1171 -2.3718 0.0849
O -1.9269 -1.7189 -0.0951
H -2.5376 -3.4769 1.8800
H -4.2833 -3.4956 1.6211
H -3.4089 -2.0156 2.1632
H -3.9789 -1.7339 -0.1921
H -3.2319 -3.2190 -0.6166
N -1.5291 1.1371 0.7077
C -2.5875 1.0121 1.5382
C -3.3928 2.0822 1.8769
C -3.1085 3.3351 1.3451
C -2.0390 3.4825 0.4866
C -1.2673 2.3594 0.2429
H -2.7061 0.0029 1.9082
H -4.2783 1.8740 2.4614
H -3.7415 4.1823 1.5815
H -1.7294 4.4490 0.1173
H -0.3698 2.4706 -0.3542
N -0.0663 -1.2063 2.1347
C 0.0171 -0.4267 3.2286
C -0.0029 -0.8682 4.5423
C -0.1221 -2.2333 4.7634
C -0.2679 -3.0697 3.6653
C -0.2202 -2.5022 2.4030
H 0.0647 0.6373 3.0244
H 0.1104 -0.1406 5.3317
H -0.0991 -2.6620 5.7576
H -0.4155 -4.1278 3.8206
H -0.2796 -3.1703 1.5511
N -0.4777 0.1288 -1.9516
C 0.5597 0.2312 -2.7975
C 0.3976 0.3659 -4.1627
C -0.8795 0.3445 -4.6994
C -1.9553 0.2647 -3.8441
C -1.7085 0.1353 -2.4836
H 1.5385 0.1147 -2.3525
H 1.2359 0.4294 -4.8428
H -1.0510 0.4776 -5.7606
H -2.9804 0.2868 -4.1860
H -2.5209 -0.0294 -1.7882
N 0.9801 -2.1710 -0.6822
C 2.2657 -2.1491 -0.3120
C 3.2315 -2.9884 -0.8236
C 2.8409 -3.9494 -1.7477
C 1.5162 -3.9890 -2.1517
C 0.6322 -3.0646 -1.6244
H 2.5487 -1.4325 0.4501
H 4.2373 -2.9418 -0.4320
H 3.6216 -4.5864 -2.1445
H 1.1543 -4.8257 -2.7336
H -0.4229 -3.0282 -1.8657
*
```

Energy above the lowest of the compared OMol25 structures with the same formula, charge and spin ... 0.0 kcal per mole
Gap between HOMO and LUMO (alpha / beta) ... 7.994 / 7.934 eV
Electronic energy ... -88763.6692 eV

Below is C26H31FN4O in the gas phase, with properties calculated with ωB97M-V/def2-TZVPD.

Geometry as ORCA input:
```
! RIJCOSX wB97M-V def2-TZVPD def2/J DEFGRID3
* xyz 0 1
C -2.4248 -5.1567 0.8266
C -2.5734 -3.6420 0.8077
H -2.9063 -3.2870 1.7844
H -1.6075 -3.1787 0.5976
C -3.5927 -3.1955 -0.2451
N -3.7193 -1.7641 -0.2794
C -3.0340 -0.8777 -1.0378
C -3.4849 0.3828 -0.6709
C -4.4441 0.1312 0.3248
N -4.5669 -1.1605 0.5503
H -5.0562 0.8296 0.8609
C -3.0716 1.6982 -1.2424
N -2.0455 2.3707 -0.4451
C -2.5711 2.9394 0.7861
C -1.4228 3.3142 1.7315
H -1.7863 4.0675 2.4320
H -1.1259 2.4430 2.3182
C -0.2043 3.8642 0.9710
C 0.9179 2.8413 0.7756
O 2.0810 3.1565 0.9199
N 0.4750 1.6025 0.4488
C 1.2108 0.4302 0.3024
C 0.4993 -0.7649 0.1927
C 1.1759 -1.9593 0.0415
C 2.5585 -1.9853 0.0105
C 3.2807 -0.8009 0.1321
C 2.6007 0.4040 0.2735
H 3.1468 1.3247 0.3915
C 4.7514 -0.8173 0.1082
C 5.4551 0.1692 -0.5775
C 6.8346 0.1260 -0.5914
C 7.5509 -0.8611 0.0605
C 6.8462 -1.8349 0.7470
C 5.4638 -1.8170 0.7681
H 4.9274 -2.5738 1.3205
H 7.3828 -2.6124 1.2698
H 8.6287 -0.8571 0.0269
F 7.5093 1.0788 -1.2720
H 4.9397 0.9544 -1.1073
H 3.0778 -2.9218 -0.1263
H 0.6266 -2.8862 -0.0492
H -0.5796 -0.7382 0.2380
H -0.5312 1.5326 0.2608
C -0.6544 4.4348 -0.3775
C -1.3629 3.3892 -1.2439
H -2.0753 3.9097 -1.9050
H -0.6375 2.8707 -1.8802
H 0.2060 4.8299 -0.9189
H -1.3309 5.2690 -0.1793
H 0.2534 4.6763 1.5442
H -3.1984 3.8214 0.5748
H -3.2030 2.1908 1.2661
H -3.9597 2.3441 -1.3542
H -2.6514 1.5324 -2.2381
C -2.0690 -1.2913 -2.0909
H -2.6022 -1.6822 -2.9595
H -1.3913 -2.0625 -1.7319
H -1.4762 -0.4378 -2.4077
H -4.5758 -3.6009 0.0060
H -3.3020 -3.5535 -1.2357
H -2.0803 -5.5217 -0.1389
H -1.7047 -5.4564 1.5835
H -3.3770 -5.6308 1.0519
*
```

SMILES string ... CCCn1ncc(CN2CCC(C(=O)Nc3cccc(-c4cccc(F)c4)c3)CC2)c1C
Energy above the lowest of the compared OMol25 structures with the same formula, charge and spin ... 3.0 kcal per mole
Gap between HOMO and LUMO ... 8.926 eV
Electronic energy ... -38191.6170 eV

Below is a molecular structure, C26H31IrN7SbTe, with properties calculated with ωB97M-V/def2-TZVPD.

Geometry as ORCA input:
```
! RIJCOSX wB97M-V def2-TZVPD def2/J DEFGRID3
* xyz 0 5
Ir 1.3867 -0.6534 -1.4027
C -5.7032 0.5746 -1.8162
C -4.2931 0.4355 -1.2991
C -4.0025 -0.2703 -0.1304
C -2.7035 -0.4333 0.3039
C -1.5915 0.1079 -0.3732
N -0.3014 -0.1136 0.0749
C -0.0978 -0.0689 1.4363
C -0.6762 0.9407 2.2349
C -0.4296 1.0611 3.5865
C 0.4315 0.1842 4.2523
C 0.7562 0.3454 5.7160
C 0.9992 -0.8219 3.4918
C 0.7306 -0.9638 2.1313
N 1.2881 -2.1212 1.4843
C 1.2533 -3.3848 1.9530
C 2.0788 -4.1426 1.1497
C 2.5907 -3.2297 0.2092
N 2.1079 -2.0104 0.4203
C -1.9035 0.8293 -1.5327
C -3.2155 0.9660 -1.9852
N -0.8919 1.4963 -2.3000
C -0.9757 2.7428 -2.8137
C 0.0747 2.8986 -3.6865
C 0.7556 1.6709 -3.6419
N 0.1655 0.8280 -2.8034
H -6.4218 0.6093 -0.9963
H -5.9772 -0.2681 -2.4564
H -5.8198 1.4851 -2.4053
H -4.8111 -0.7189 0.4394
H -2.5105 -1.0054 1.2045
H -1.3347 1.6505 1.7461
H -0.8986 1.8703 4.1383
H -0.0828 0.7818 6.2594
H 1.6183 1.0006 5.8621
H 0.9925 -0.6151 6.1759
H 1.6773 -1.5306 3.9591
H 0.6432 -3.6449 2.8037
H 2.2934 -5.1955 1.2339
H 3.2612 -3.3978 -0.6202
H -3.3867 1.5105 -2.9093
H -1.7599 3.4176 -2.5099
H 0.3228 3.7723 -4.2662
H 1.6555 1.3672 -4.1544
Te 3.4037 -1.0188 -2.9105
N -0.3170 -3.5528 -1.2917
C -1.3632 -4.2487 -1.7775
C -1.9099 -3.4910 -2.7863
C -1.1063 -2.3364 -2.8368
N -0.1461 -2.3907 -1.9285
H 0.3250 -3.8165 -0.5589
H -1.6372 -5.2109 -1.3766
H -2.7642 -3.7310 -3.3958
H -1.1818 -1.4731 -3.4809
C 3.1273 1.5900 1.8824
Sb 2.5387 1.6541 -0.1797
C 4.3709 2.4404 -0.9592
C 1.5412 3.5518 -0.0165
H 3.6308 2.5243 2.1395
H 3.7967 0.7481 2.0667
H 2.2323 1.4702 2.4962
H 4.6717 3.3192 -0.3856
H 4.2196 2.7153 -2.0037
H 5.1506 1.6799 -0.9114
H 2.1673 4.2194 0.5791
H 0.5764 3.4191 0.4777
H 1.3789 3.9817 -1.0058
*
```

Energy above the lowest of the compared OMol25 structures with the same formula, charge and spin ... 0.0 kcal per mole
Gap between HOMO and LUMO (alpha / beta) ... 6.077 / 5.938 eV
Electronic energy ... -54562.6168 eV

- Which value of electronic energy does entry 1 give?
  -88763.6692 eV

- Number 3 is which compound?
  C26H31IrN7SbTe

- Among the records above, which one has the highest energy above the lowest of the compared OMol25 structures with the same formula, charge and spin?
  C26H31FN4O

Repeat the first record exactly.
Below is a molecular structure, C26H31F3N4NiO3 at a distorted geometry, with properties calculated with ωB97M-V/def2-TZVPD.

Geometry as ORCA input:
```
! RIJCOSX wB97M-V def2-TZVPD def2/J DEFGRID3
* xyz 0 3
Ni -0.2425 -0.4741 0.0361
C 2.4055 1.7068 0.1087
O 1.8248 2.9710 -0.1058
O 1.4162 0.8157 0.2542
C 3.4764 1.3775 -0.9644
F 3.8409 0.0762 -0.9122
F 3.0916 1.6341 -2.2294
F 4.6087 2.0906 -0.7378
C 2.6162 4.1422 -0.0557
C 1.7940 5.3300 -0.4964
H 1.0363 5.5983 0.2390
H 2.4644 6.1824 -0.6158
H 1.3308 5.1196 -1.4604
H 3.5295 4.0485 -0.6523
H 2.9956 4.2713 0.9685
H 2.9446 1.7944 1.0724
C -3.3819 -2.8937 1.5079
C -3.1171 -2.3718 0.0849
O -1.9269 -1.7189 -0.0951
H -2.5376 -3.4769 1.8800
H -4.2833 -3.4956 1.6211
H -3.4089 -2.0156 2.1632
H -3.9789 -1.7339 -0.1921
H -3.2319 -3.2190 -0.6166
N -1.5291 1.1371 0.7077
C -2.5875 1.0121 1.5382
C -3.3928 2.0822 1.8769
C -3.1085 3.3351 1.3451
C -2.0390 3.4825 0.4866
C -1.2673 2.3594 0.2429
H -2.7061 0.0029 1.9082
H -4.2783 1.8740 2.4614
H -3.7415 4.1823 1.5815
H -1.7294 4.4490 0.1173
H -0.3698 2.4706 -0.3542
N -0.0663 -1.2063 2.1347
C 0.0171 -0.4267 3.2286
C -0.0029 -0.8682 4.5423
C -0.1221 -2.2333 4.7634
C -0.2679 -3.0697 3.6653
C -0.2202 -2.5022 2.4030
H 0.0647 0.6373 3.0244
H 0.1104 -0.1406 5.3317
H -0.0991 -2.6620 5.7576
H -0.4155 -4.1278 3.8206
H -0.2796 -3.1703 1.5511
N -0.4777 0.1288 -1.9516
C 0.5597 0.2312 -2.7975
C 0.3976 0.3659 -4.1627
C -0.8795 0.3445 -4.6994
C -1.9553 0.2647 -3.8441
C -1.7085 0.1353 -2.4836
H 1.5385 0.1147 -2.3525
H 1.2359 0.4294 -4.8428
H -1.0510 0.4776 -5.7606
H -2.9804 0.2868 -4.1860
H -2.5209 -0.0294 -1.7882
N 0.9801 -2.1710 -0.6822
C 2.2657 -2.1491 -0.3120
C 3.2315 -2.9884 -0.8236
C 2.8409 -3.9494 -1.7477
C 1.5162 -3.9890 -2.1517
C 0.6322 -3.0646 -1.6244
H 2.5487 -1.4325 0.4501
H 4.2373 -2.9418 -0.4320
H 3.6216 -4.5864 -2.1445
H 1.1543 -4.8257 -2.7336
H -0.4229 -3.0282 -1.8657
*
```

Energy above the lowest of the compared OMol25 structures with the same formula, charge and spin ... 0.0 kcal per mole
Gap between HOMO and LUMO (alpha / beta) ... 7.994 / 7.934 eV
Electronic energy ... -88763.6692 eV